Entry 1:
Here is one molecule with the formula CH4N4O2 in a non-equilibrium geometry from the OMol25 dataset. Energies are from wB97M-V/def2-TZVPD.

Calculated values
Lowest unoccupied orbital energy ... 0.17 eV
HOMO ... -9.49 eV
HOMO-LUMO gap ... 9.661 eV
DFT total energy ... -11152.2539 eV
Max |F| ... 3.093 eV/A

```
! wB97M-V def2-TZVPD RIJCOSX def2/J DEFGRID3
* xyz 0 1
N -0.377 -2.005 -0.289
N 0.608 -1.023 -0.610
C 0.528 0.262 -0.215
N -0.378 0.683 0.615
N -0.353 1.942 1.102
O 0.739 2.480 1.263
O -1.432 2.425 1.418
H -1.359 -1.766 -0.333
H -0.316 -2.729 -0.994
H 1.167 -1.271 -1.398
H 1.172 1.001 -0.558
*
```

---

Entry 2:
Here is a 2-piece molecular cluster, C3H12NOS2 overall in a non-equilibrium geometry from the OMol25 dataset. Energies are from wB97M-V/def2-TZVPD.

Calculated values
Lowest unoccupied orbital energy ... -3.23 eV
HOMO ... -12.73 eV
HOMO-LUMO gap ... 9.494 eV
DFT total energy ... -28507.5277 eV
Max |F| ... 1.236 eV/A

```
! wB97M-V def2-TZVPD RIJCOSX def2/J DEFGRID3
* xyz 1 1
N -1.596 0.044 0.813
C -1.177 -0.883 -0.309
C -2.060 -2.118 -0.356
C 0.280 -1.226 -0.040
S 1.270 0.226 -0.548
S 2.338 0.631 1.150
H -2.557 0.358 0.696
H -1.549 -0.443 1.712
H -1.056 0.920 0.763
H -1.298 -0.256 -1.177
H -3.088 -2.106 0.016
H -2.141 -2.411 -1.408
H -1.594 -2.986 0.106
H 0.408 -1.527 1.000
H 0.609 -2.083 -0.628
H 3.561 0.134 0.886
H -1.908 3.130 -1.109
H -2.558 1.809 -1.480
O -1.842 2.179 -0.969
*
```

---

Entry 3:
Here is a 2-piece molecular cluster, C4H6N2S overall in a non-equilibrium geometry from the OMol25 dataset. Energies are from wB97M-V/def2-TZVPD.

Calculated values
Lowest unoccupied orbital energy (alpha / beta) ... -1.29 / -1.58 eV
HOMO (alpha / beta) ... -8.94 / -7.58 eV
HOMO-LUMO gap (alpha / beta) ... 7.657 / 5.995 eV
DFT total energy ... -18051.6793 eV
Max |F| ... 5.333 eV/A

```
! wB97M-V def2-TZVPD RIJCOSX def2/J DEFGRID3
* xyz 0 1
C -1.239 1.498 -0.386
C 0.695 0.558 0.020
C 2.752 0.244 -0.310
C -1.852 0.256 -0.113
N 0.031 1.617 -0.127
N 0.009 -2.123 0.289
S -0.294 -0.915 -0.634
H -1.851 2.121 -0.985
H 3.115 -0.547 0.427
H 3.397 1.074 0.076
H -1.970 -0.276 0.811
H -2.814 0.214 -0.715
H 0.532 -1.795 1.106
*
```

---

Entry 4:
Here is a 2-piece molecular cluster, C3H11N2S overall in a non-equilibrium geometry from the OMol25 dataset. Energies are from wB97M-V/def2-TZVPD.

Calculated values
Lowest unoccupied orbital energy ... -3.78 eV
HOMO ... -12.62 eV
HOMO-LUMO gap ... 8.838 eV
DFT total energy ... -17097.0966 eV
Max |F| ... 3.611 eV/A

```
! wB97M-V def2-TZVPD RIJCOSX def2/J DEFGRID3
* xyz 1 1
C 0.538 -1.459 2.911
C 1.662 -1.038 1.963
S 0.968 -0.716 0.200
H -0.086 -2.473 2.686
H 0.950 -1.458 3.908
H -0.188 -0.631 2.973
H 2.505 -1.784 1.757
H 2.271 -0.051 2.353
H 0.552 -2.017 0.169
N -1.003 0.632 -1.484
C -1.269 1.763 -2.074
N -1.440 1.927 -3.368
H -1.146 -0.350 -1.726
H -0.300 0.861 -0.724
H -0.971 2.714 -1.599
H -1.501 2.902 -3.806
H -1.542 1.178 -4.140
*
```

---

Entry 5:
Here is C37H37F5NiP2 as an isolated structure in a non-equilibrium geometry from the OMol25 dataset. Energies are from wB97M-V/def2-TZVPD.

Calculated values
Lowest unoccupied orbital energy (alpha / beta) ... 0.29 / -0.29 eV
HOMO (alpha / beta) ... -7.48 / -7.82 eV
HOMO-LUMO gap (alpha / beta) ... 7.772 / 7.536 eV
DFT total energy ... -112173.0787 eV
Max |F| ... 2.534 eV/A

```
! wB97M-V def2-TZVPD RIJCOSX def2/J DEFGRID3
* xyz 0 3
Ni 0.209 -0.081 -0.384
C -2.092 0.044 0.715
C -1.957 -0.368 -0.595
C -2.459 0.483 -1.749
C -1.356 1.343 -2.388
C -0.366 1.927 -1.419
C -0.641 2.406 -0.172
C -1.991 2.576 0.430
C -2.563 1.345 1.211
C 2.053 -0.015 -0.733
H -2.024 -0.726 1.475
H -1.866 -1.450 -0.766
H -3.284 1.131 -1.422
H -2.906 -0.179 -2.515
H -0.797 0.702 -3.087
H -1.818 2.122 -3.013
H 0.588 2.232 -1.880
H 0.196 2.811 0.410
H -2.726 2.872 -0.340
H -1.947 3.410 1.149
H -2.295 1.435 2.276
H -3.673 1.390 1.222
H 2.551 -0.815 -0.148
H 2.516 0.959 -0.462
H 2.264 -0.167 -1.821
P 0.065 -2.208 -9.256
P 1.999 0.393 -9.508
C -0.542 -0.641 -9.924
C 0.289 0.429 -10.071
C -0.756 -3.405 -10.402
C -1.929 -3.122 -11.118
C -2.504 -4.104 -11.930
C -1.920 -5.366 -12.051
C -0.717 -5.629 -11.380
C -0.120 -4.652 -10.583
C -0.905 -2.342 -7.705
C -0.542 -1.496 -6.633
C -1.279 -1.525 -5.451
C -2.375 -2.392 -5.329
C -2.699 -3.265 -6.375
C -1.953 -3.256 -7.555
C 2.694 1.116 -11.085
C 2.653 0.316 -12.244
C 3.010 0.870 -13.473
C 3.430 2.201 -13.569
C 3.528 2.961 -12.402
C 3.186 2.420 -11.162
C 2.097 1.842 -8.387
C 3.242 1.914 -7.561
C 3.433 3.027 -6.743
C 2.476 4.048 -6.714
C 1.318 3.944 -7.489
C 1.109 2.826 -8.307
H -1.625 -0.550 -10.113
H -0.050 1.348 -10.578
H -2.397 -2.141 -11.055
H -3.420 -3.881 -12.475
H -2.390 -6.139 -12.664
H -0.245 -6.603 -11.487
H 0.842 -4.845 -10.101
H 0.318 -0.830 -6.740
H -0.998 -0.878 -4.612
H -2.969 -2.393 -4.416
H -3.535 -3.960 -6.281
H -2.189 -3.948 -8.360
H 2.335 -0.727 -12.175
H 2.981 0.258 -14.370
H 3.705 2.632 -14.534
H 3.887 3.983 -12.449
H 3.290 3.022 -10.257
H 3.958 1.092 -7.563
H 4.327 3.086 -6.117
H 2.635 4.918 -6.075
H 0.563 4.729 -7.449
H 0.184 2.723 -8.869
F -0.285 -0.934 2.491
C 0.546 -0.039 1.811
F 0.189 1.245 2.249
C 1.921 -0.325 2.452
F 1.836 -0.141 3.801
F 2.241 -1.626 2.241
F 2.910 0.482 2.014
*
```

---

Entry 6:
Here is C45H63BClGeN2O2P2RuTe as an isolated structure in a non-equilibrium geometry from the OMol25 dataset. Energies are from wB97M-V/def2-TZVPD.

Calculated values
Lowest unoccupied orbital energy (alpha / beta) ... 1.89 / 0.73 eV
HOMO (alpha / beta) ... -4.40 / -4.85 eV
HOMO-LUMO gap (alpha / beta) ... 6.285 / 5.584 eV
DFT total energy ... -152931.5532 eV
Max |F| ... 3.491 eV/A

```
! wB97M-V def2-TZVPD RIJCOSX def2/J DEFGRID3
* xyz -1 5
Ru -2.383 0.197 0.921
C -4.911 -2.750 -2.152
C -3.704 -2.083 -1.410
C -3.536 -0.729 -2.192
C -2.466 -2.896 -1.541
P -4.024 -1.422 0.314
C -5.840 -0.716 0.169
N -5.651 0.697 0.448
B -4.354 1.228 0.952
N -4.495 2.650 0.702
C -3.439 3.612 0.846
P -1.944 2.516 0.600
C -1.369 2.928 -1.272
C -2.594 2.824 -2.225
C -0.268 1.940 -1.698
C -0.688 4.270 -1.332
C -0.635 3.209 1.848
C -1.099 2.958 3.348
C -0.594 4.812 1.804
C 0.712 2.581 1.566
C -5.833 2.911 0.450
C -6.498 4.104 0.119
C -7.845 4.022 -0.318
C -8.520 2.777 -0.456
C -7.863 1.587 -0.201
C -6.585 1.670 0.402
C -4.198 -2.858 1.558
C -2.804 -3.285 2.063
C -5.114 -2.496 2.796
C -4.819 -4.075 0.858
H -4.603 -2.597 -3.238
H -5.764 -2.115 -1.998
H -5.146 -3.802 -1.952
H -3.006 -0.897 -3.146
H -2.928 -0.006 -1.635
H -4.447 -0.121 -2.357
H -2.238 -2.992 -2.643
H -2.628 -3.950 -1.144
H -1.498 -2.538 -1.158
H -6.522 -1.194 0.864
H -6.331 -0.765 -0.860
H -3.383 4.016 1.891
H -3.425 4.467 0.122
H -3.311 2.055 -1.875
H -2.173 2.471 -3.229
H -3.137 3.750 -2.406
H -0.564 0.902 -1.571
H 0.607 2.074 -1.042
H -0.006 2.185 -2.720
H -1.350 5.147 -1.107
H -0.329 4.428 -2.383
H 0.188 4.330 -0.746
H -2.148 3.229 3.513
H -0.543 3.654 4.030
H -0.877 1.934 3.586
H -1.394 5.314 1.256
H 0.344 5.220 1.402
H -0.603 5.158 2.863
H 0.611 1.462 1.559
H 1.448 2.798 2.396
H 1.164 2.913 0.617
H -6.093 5.072 0.255
H -8.375 4.966 -0.498
H -9.556 2.739 -0.769
H -8.372 0.625 -0.353
H -2.344 -2.683 2.861
H -2.085 -3.470 1.261
H -2.916 -4.328 2.489
H -4.691 -1.632 3.305
H -5.121 -3.350 3.535
H -6.190 -2.388 2.499
H -4.152 -4.549 0.113
H -5.815 -3.773 0.445
H -5.076 -4.850 1.654
Cl -0.493 -1.150 1.165
Te -3.371 0.800 3.095
O 1.495 -2.015 -1.786
C 2.729 -2.021 -1.743
O 3.550 -0.988 -1.407
C 3.478 -3.373 -2.070
C 4.965 -3.107 -2.099
Ge 5.403 -1.582 -0.931
C 7.207 -2.363 -0.327
C 8.215 -2.211 -1.250
C 9.534 -2.472 -0.854
C 9.836 -3.058 0.403
C 8.760 -3.435 1.190
C 7.434 -3.121 0.821
C 6.198 0.127 -1.544
C 5.475 0.821 -2.503
C 5.869 2.024 -3.033
C 7.000 2.630 -2.481
C 7.771 1.966 -1.524
C 7.359 0.719 -1.058
C 4.687 -1.749 0.975
C 5.023 -0.695 1.847
C 4.389 -0.555 3.074
C 3.397 -1.486 3.441
C 3.250 -2.636 2.661
C 3.768 -2.703 1.365
H 3.222 -3.637 -3.127
H 3.167 -4.211 -1.406
H 5.298 -2.730 -3.064
H 5.651 -3.908 -1.855
H 8.109 -1.722 -2.219
H 10.311 -2.238 -1.618
H 10.837 -3.092 0.864
H 8.980 -3.876 2.157
H 6.649 -3.412 1.488
H 4.571 0.361 -2.916
H 5.300 2.543 -3.781
H 7.260 3.655 -2.715
H 8.664 2.429 -1.067
H 7.976 0.220 -0.276
H 5.823 -0.004 1.645
H 4.604 0.268 3.775
H 2.721 -1.262 4.264
H 2.619 -3.415 3.129
H 3.450 -3.430 0.639
*
```